No. 1
Molecular formula: C2HClN2OS
Method: DFT, wB97M-V/def2-TZVPD

XYZ file:
```
8
Properties=species:S:1:pos:R:3:forces:R:3:lowdin_spin:R:1
C 2.130261 -2.607257 0.652059 3.257 0.950 -1.704 0.647
C 0.855115 -0.223253 1.192423 2.496 0.043 0.904 0.152
N 0.028386 -0.976051 -0.879371 -2.037 0.589 -7.343 0.536
N 0.356023 -1.084820 0.164793 -0.631 0.269 6.967 0.287
O 0.377225 0.644447 1.867660 0.280 -1.566 -1.249 0.086
S 2.590814 -1.049481 1.316845 -0.875 0.725 0.358 0.142
Cl 3.349530 -3.281243 -0.518755 -1.669 0.554 1.596 0.121
H 1.585344 -3.218013 1.293502 -0.820 -1.564 0.472 0.031
```
Positions in Å, forces in eV/Å.

<S²>: 2.01
Relative energy (zero: lowest compared OMol25 entry of this formula, charge and spin): 0.472 eV
Orbital gap (spin up / spin down): 7.8 / 8.7 eV
Spin multiplicity: 3
Calculated total energy: -1119.77197 hartree
HOMO level (spin up / spin down): -7.755 / -10.496 eV
Max |F|: 7.64 eV/A

=====

No. 2
Molecular formula: C51H39BrF5N6O9P2S2Ta
Method: DFT, wB97M-V/def2-TZVPD

XYZ file:
```
116
Properties=species:S:1:pos:R:3:forces:R:3:mulliken_charge:R:1
Ta 1.497380 -0.010361 0.210360 -0.706 -1.007 -0.851 0.787
C -7.593195 0.235903 1.837741 -0.084 -0.014 0.022 -1.014
S -5.958141 0.727050 1.272158 0.086 0.012 0.037 0.141
C -4.982158 0.272995 2.733960 0.013 0.047 0.025 -1.349
C -3.484055 0.360704 2.449203 -0.048 0.077 0.096 0.503
C -3.078768 -0.655511 1.387244 -0.071 -0.183 -0.080 -0.785
N -1.696140 -0.543523 0.874125 0.347 0.014 -0.293 1.030
P -1.031348 0.343217 -0.438746 -0.389 0.349 0.172 0.666
C -1.703751 2.018290 -0.265039 0.052 -0.021 0.075 1.493
C -3.090114 2.138109 -0.386198 -0.085 -0.022 0.179 -0.675
C -3.701516 3.367791 -0.226632 0.012 -0.105 0.030 -0.935
C -2.933938 4.496207 0.028776 0.001 0.043 -0.004 -1.158
C -1.555861 4.390223 0.111997 -0.006 0.061 -0.013 -0.633
C -0.940210 3.156531 -0.040141 0.061 -0.070 0.015 -0.173
C -1.667893 -0.343556 -2.014928 0.971 -2.200 0.939 1.044
C -0.866812 -0.176588 -3.286232 -0.296 0.179 -0.312 -0.669
C -1.548435 -0.608587 -4.589757 0.375 0.287 -0.140 -0.151
C -2.715524 -1.514531 -4.435681 0.015 0.077 0.162 -1.435
C -3.103072 -1.891399 -3.212328 -0.088 -0.350 -0.403 -0.982
C -2.543216 -1.378793 -1.970450 -0.003 0.553 0.021 -0.471
P -0.350633 -1.064947 1.722817 0.043 0.037 0.471 0.454
C -0.527455 -0.469360 3.424656 0.006 -0.093 -0.066 1.492
C -1.083361 -1.305997 4.393936 0.107 -0.084 -0.052 -0.674
C -1.389633 -0.807965 5.651546 0.003 -0.001 0.011 -0.878
C -1.148004 0.523463 5.952136 -0.008 0.003 -0.023 -0.725
C -0.607665 1.363706 4.987234 -0.002 0.013 -0.003 -1.065
C -0.304526 0.874067 3.729427 0.041 0.072 -0.141 -0.761
C -0.325369 -2.872495 1.774769 -0.143 0.162 -0.099 0.731
C -1.118145 -3.567244 0.861817 -0.028 0.083 -0.141 -1.262
C -1.105956 -4.953710 0.839229 0.021 -0.019 0.012 -0.746
C -0.297865 -5.651418 1.724882 0.017 0.027 0.022 -0.901
C 0.484900 -4.962223 2.645341 -0.015 -0.056 -0.026 -0.993
C 0.471464 -3.579034 2.677160 -0.008 0.057 0.110 -0.605
H -8.295976 0.502672 1.051358 0.005 -0.002 -0.008 0.370
H -7.868296 0.771655 2.744298 0.016 0.008 0.002 0.314
H -7.646331 -0.838182 2.007159 0.017 0.003 0.006 0.308
H -5.252980 -0.738466 3.048665 -0.011 -0.026 -0.060 0.464
H -5.225405 0.945074 3.557467 -0.038 0.008 -0.023 0.634
H -2.951089 0.168798 3.381511 -0.083 0.018 -0.062 -0.163
H -3.218671 1.372586 2.138665 -0.015 -0.004 -0.082 0.067
H -3.761458 -0.597548 0.541032 0.001 0.053 0.026 0.574
H -3.181880 -1.667682 1.792699 -0.040 0.003 0.005 0.509
H -3.704584 1.280914 -0.635795 0.010 0.000 0.000 0.809
H -4.776987 3.437780 -0.310534 -0.010 0.010 -0.005 0.549
H -3.410309 5.460132 0.146402 -0.007 0.003 0.003 0.442
H -0.950522 5.268669 0.292118 0.006 0.002 0.001 0.550
H 0.134626 3.106004 0.003328 -0.085 0.025 -0.026 -0.476
H 0.199000 -0.321723 -3.265574 0.054 -0.097 0.128 -0.019
H -0.848259 -0.921406 -5.364038 -0.007 -0.420 0.159 0.500
H -3.176668 -1.932422 -5.318430 -0.070 0.112 -0.050 0.492
H -3.913884 -2.604879 -3.131127 -0.004 -0.017 0.042 0.528
H -3.031242 -1.677823 -1.054797 0.039 0.030 0.039 0.252
H -1.299592 -2.342456 4.179187 0.018 -0.056 -0.049 0.456
H -1.822162 -1.464932 6.393626 -0.003 -0.005 0.008 0.494
H -1.388055 0.910031 6.933192 0.003 0.000 0.010 0.453
H -0.429959 2.406686 5.211810 0.001 0.001 -0.003 0.548
H 0.077042 1.559008 2.983613 -0.007 -0.023 0.025 0.442
H -1.750360 -3.023744 0.166006 0.032 -0.039 0.057 0.332
H -1.734871 -5.486976 0.139402 -0.002 -0.007 -0.012 0.541
H -0.287121 -6.732847 1.710648 -0.002 -0.008 0.002 0.457
H 1.097622 -5.507649 3.350784 0.005 -0.006 0.005 0.536
H 1.062731 -3.050480 3.412946 0.011 0.012 0.002 0.903
Br 5.104234 -1.167899 -0.760495 0.000 0.036 0.076 0.118
C 4.871177 0.581657 -0.100437 0.424 -0.135 0.070 0.000
C 6.010564 1.384189 -0.019778 -0.067 0.033 0.060 -0.825
C 5.911080 2.635951 0.549290 -0.197 -0.132 -0.015 -0.815
C 4.665514 3.042342 1.029916 0.090 -0.114 -0.082 -0.950
C 3.605913 2.182773 0.880238 0.017 0.525 0.152 0.277
N 3.679807 0.960361 0.316220 -0.207 0.106 -0.107 0.560
C 2.251332 2.620856 1.326366 -0.052 -0.201 -0.074 0.696
O 1.897277 3.642547 1.793238 0.261 0.090 0.066 -0.503
O 1.354785 1.583595 1.088696 0.049 0.754 0.168 1.103
H 6.948800 1.002184 -0.393656 0.016 0.011 0.002 0.533
H 6.776399 3.278897 0.626414 0.007 0.006 -0.001 0.500
H 4.506272 4.004965 1.494568 -0.008 0.006 -0.002 0.587
F 5.662913 -5.725250 1.776125 -0.008 0.027 0.006 -0.292
C 4.970429 -4.607784 1.908968 -0.013 0.019 0.013 0.649
C 5.269739 -3.714489 2.930075 -0.028 -0.011 -0.020 0.217
F 6.255641 -3.984126 3.768786 -0.026 0.004 -0.015 -0.273
C 4.539940 -2.541000 3.069735 -0.031 -0.021 -0.078 0.225
F 4.848461 -1.703443 4.053486 0.003 -0.008 -0.014 -0.296
C 3.502228 -2.233110 2.197257 0.117 -0.164 -0.268 1.665
S 2.541605 -0.778424 2.400828 -0.098 -0.123 0.182 -0.359
C 3.236682 -3.150657 1.195484 -0.030 0.182 0.193 -1.282
F 2.250669 -2.838348 0.316197 0.039 -0.065 -0.118 0.358
C 3.937772 -4.322165 1.024903 0.024 0.043 0.083 -0.461
F 3.636015 -5.152767 0.032517 0.006 -0.007 -0.004 -0.323
C 2.039192 -2.712261 -3.972579 0.019 0.097 0.048 -0.979
C 1.083031 -3.067601 -3.029977 0.021 0.094 0.006 -1.326
C 0.938876 -2.283357 -1.905198 -0.025 -0.078 0.173 0.632
N 1.676020 -1.173497 -1.697932 0.487 -0.323 0.213 1.406
C 2.592311 -0.822816 -2.625831 -0.288 0.360 -0.079 -0.360
C 2.800088 -1.564911 -3.767455 -0.128 -0.097 0.001 -1.254
H 2.184580 -3.311764 -4.861456 -0.011 -0.007 -0.007 0.515
H 0.446733 -3.932036 -3.152202 0.036 -0.034 -0.029 0.684
H 0.205238 -2.550455 -1.148366 0.140 0.084 -0.050 -0.025
H 3.104322 0.120271 -2.456973 -0.058 -0.165 -0.066 0.482
H 3.538500 -1.239067 -4.485484 0.017 -0.016 -0.007 0.624
O -0.927511 5.487083 -6.100232 -0.066 0.070 0.017 -0.608
N -0.004311 5.601042 -5.325373 0.098 -0.172 -0.125 1.054
O 0.740587 6.549285 -5.231822 0.007 0.120 0.040 -0.611
C 0.252298 4.460682 -4.433545 -0.017 -0.143 0.143 -1.037
C -0.587373 3.356270 -4.485492 0.135 0.092 0.155 -0.175
C -0.345572 2.319581 -3.620363 0.096 -0.054 -0.226 -0.484
C 0.713884 2.277760 -2.668925 -0.070 0.343 -0.395 -0.560
O 0.813422 1.297236 -1.826855 0.186 -0.215 0.747 -0.173
C 1.586630 3.391807 -2.780236 -0.153 -0.017 0.141 0.580
C 1.342409 4.486857 -3.595619 -0.045 -0.052 -0.118 -0.663
N 2.859909 3.373120 -2.090032 0.282 -0.263 -0.596 0.876
O 3.448115 4.404846 -1.877925 -0.129 0.076 0.304 -0.636
O 3.338420 2.260192 -1.859067 0.006 0.285 -0.004 -0.414
N -1.286300 1.211665 -3.613688 -0.494 0.213 0.880 2.155
O -2.269461 1.400558 -2.732040 -0.139 1.430 -0.954 -0.849
O -1.774597 0.823005 -4.904848 -0.199 -0.028 -0.364 -0.608
H -1.417244 3.321249 -5.177343 -0.012 0.018 -0.017 0.756
H 2.027210 5.322599 -3.608086 -0.008 0.015 0.003 0.726
```
Positions in Å, forces in eV/Å.

Relative energy (zero: lowest compared OMol25 entry of this formula, charge and spin): 4.569 eV
Charge: +2
Orbital gap: 5.2 eV
Calculated total energy: -7581.20904 hartree
HOMO level: -12.414 eV
Max |F|: 2.58 eV/A